{
  "formula": "C8H7NO4",
  "method": "the ωB97M-V functional and the def2-TZVPD basis",
  "lumo_energy_ev": [0.0, -3.8],
  "relative_energy_ev": 0.894,
  "orbital_gap_ev": [7.523, 5.446],
  "s_squared": 2.03,
  "spin_multiplicity": 3,
  "species": ["C", "C", "C", "C", "C", "C", "C", "C", "N", "O", "O", "O", "O", "H", "H", "H", "H", "H", "H", "H"],
  "coordinates": [[2.3155, -1.3256, 1.1660], [1.1080, -0.6665, 1.2029], [2.8381, -1.0301, -0.1132], [0.9230, -0.0512, 0.0357], [-2.0556, 0.2976, 0.9912], [-2.4192, -0.7527, -0.0803], [-0.2105, 0.7603, -0.3825], [-0.3334, 1.3900, -1.7573], [-1.1094, 1.1061, 0.6705], [-0.5848, 2.0368, 1.3078], [-3.5338, -1.2720, -0.1003], [1.9643, -0.2568, -0.7704], [-1.4392, -1.0569, -0.8689], [2.5567, -2.1298, 1.8951], [0.3169, -0.6333, 1.9469], [3.5061, -1.4761, -0.7361], [-2.6006, 0.4620, 1.8290], [0.5694, 1.4612, -2.2539], [-0.7474, 2.3875, -1.6195], [-1.0640, 0.7496, -2.3626]],
  "lowdin_charge": [0.0068, -0.0152, -0.0272, -0.2263, 0.0937, -0.5211, -0.1682, 0.0133, -0.2492, 0.0160, 0.0912, 0.0942, 0.1514, 0.1327, 0.1405, 0.1017, 0.1119, 0.0511, 0.0902, 0.1125]
}



{
  "formula": "C8H7NO4Yb",
  "method": "the ωB97M-V functional and the def2-TZVPD basis",
  "lumo_energy_ev": [-13.6, -15.8],
  "relative_energy_ev": 7.915,
  "orbital_gap_ev": [7.167, 4.907],
  "s_squared": 0.75,
  "charge": 3,
  "spin_multiplicity": 2,
  "species": ["Yb", "O", "C", "C", "O", "C", "O", "C", "O", "C", "H", "H", "C", "H", "H", "C", "C", "N", "H", "H", "H"],
  "coordinates": [[0.0014, 0.0039, 0.1734], [0.1461, 3.1213, 0.6020], [0.0927, 1.9755, 0.4366], [-0.0955, -1.9830, 0.2763], [-0.1513, -3.1378, 0.3354], [1.9851, -0.0943, 0.2469], [3.1396, -0.1497, 0.2782], [-1.9842, 0.0962, 0.2041], [-3.1389, 0.1516, 0.2082], [0.0311, 0.6550, -4.8554], [-0.8662, 1.2940, -4.9735], [0.9880, 1.2049, -4.9534], [-0.0313, -0.6551, -4.9111], [0.8694, -1.2832, -5.0585], [-0.9847, -1.1941, -5.0788], [0.0000, 0.0001, 4.9732], [0.0001, 0.0004, 3.5158], [-0.0014, -0.0058, 2.3962], [-0.8951, 0.5168, 5.3948], [0.8951, 0.5168, 5.3948], [0.0000, -1.0336, 5.3948]],
  "lowdin_charge": [0.7750, 0.2677, -0.0746, -0.0709, 0.2677, -0.0698, 0.2704, -0.0690, 0.2701, 0.2135, 0.1430, 0.1428, 0.2169, 0.1438, 0.1440, 0.0178, -0.0953, 0.1117, 0.1318, 0.1317, 0.1318]
}



{
  "formula": "C8H7NO5S",
  "method": "the ωB97M-V functional and the def2-TZVPD basis",
  "lumo_energy_ev": -0.6,
  "relative_energy_ev": 0.000,
  "orbital_gap_ev": 7.764,
  "smiles": "C=C(C#N)C(=O)O.Oc1csc(O)c1O",
  "species": ["C", "C", "C", "N", "C", "O", "O", "H", "H", "H", "O", "C", "C", "S", "C", "O", "C", "O", "H", "H", "H", "H"],
  "coordinates": [[1.3400, 1.2913, 1.6197], [2.0331, 0.4119, 0.8210], [1.5575, -0.9400, 0.7985], [1.1803, -2.0188, 0.8502], [3.0211, 0.8501, -0.1725], [3.4560, 0.2157, -1.0824], [3.4615, 2.0686, 0.0921], [0.5877, 1.0571, 2.4771], [1.4207, 2.3173, 1.5535], [4.0844, 2.4254, -0.5750], [-0.3087, -2.2115, -1.4406], [-0.9073, -1.0502, -1.0967], [-0.4027, 0.1855, -1.2928], [-1.3631, 1.4404, -0.6527], [-2.5633, 0.2552, -0.1304], [-3.7696, 0.6235, 0.3946], [-2.1463, -1.0028, -0.4100], [-2.8284, -2.1878, 0.0254], [-0.9261, -2.8937, -1.1842], [0.5355, 0.3150, -1.7789], [-3.6467, 0.9969, 1.2995], [-3.8156, -2.1490, -0.1153]],
  "lowdin_charge": [0.1349, -0.1918, -0.1819, 0.2152, -0.5507, 0.1436, 0.1147, 0.1311, 0.0450, 0.1526, 0.0747, -0.4026, -0.3894, 1.0404, -0.5517, -0.0055, -0.2461, 0.0223, 0.1016, 0.0806, 0.1292, 0.1336]
}



{
  "formula": "C8H7O3P",
  "method": "the ωB97M-V functional and the def2-TZVPD basis",
  "lumo_energy_ev": [-1.3, -1.1],
  "relative_energy_ev": 4.437,
  "orbital_gap_ev": [7.890, 7.167],
  "species": ["C", "C", "C", "C", "C", "C", "C", "C", "O", "O", "O", "P", "H", "H", "H", "H", "H", "H", "H"],
  "coordinates": [[-0.6900, -3.2503, 0.4419], [-1.4131, 2.5389, -1.0399], [-0.5722, -1.8215, 0.3729], [-0.5914, 2.1462, 0.0501], [-0.1051, -3.6488, 1.5932], [-0.6304, 2.3174, -2.1459], [0.1029, -1.4917, 1.4827], [0.6356, 1.7713, -0.4608], [3.2527, 0.7274, -0.3919], [0.3657, -2.5006, 2.2811], [0.5371, 1.8474, -1.7890], [2.1168, 1.1908, 0.3888], [-1.1375, -3.8372, -0.3732], [-2.3336, 2.9484, -1.0431], [-0.8880, -1.2615, -0.6089], [-0.7568, 2.1592, 1.1696], [0.0775, -4.5297, 2.0350], [-0.6202, 2.3002, -3.1546], [2.6498, 2.3941, 1.1921]],
  "lowdin_charge": [-0.0951, -0.0266, -0.1190, -0.0754, -0.0738, -0.1014, -0.0675, -0.4643, -0.4327, -0.0028, 0.0000, 0.7956, 0.1153, 0.0672, 0.1395, 0.1333, 0.0773, 0.1029, 0.0272]
}



{
  "formula": "C8H8",
  "method": "the ωB97M-V functional and the def2-TZVPD basis",
  "lumo_energy_ev": [-1.2, -1.2],
  "relative_energy_ev": 8.359,
  "orbital_gap_ev": [7.582, 7.582],
  "species": ["C", "C", "C", "C", "C", "C", "C", "C", "H", "H", "H", "H", "H", "H", "H", "H"],
  "coordinates": [[2.4175, 0.5043, 0.1698], [1.8120, 1.2432, 0.9492], [1.8352, -0.5034, -0.5278], [0.4675, -0.6683, -0.7555], [1.2247, -1.8125, -0.2487], [-0.4705, 0.1969, -0.2492], [-0.6699, 1.6469, -0.3989], [-1.5396, -0.3879, 0.5232], [1.3837, -2.6220, -0.9367], [1.1410, -2.1423, 0.7650], [-1.7451, 1.8538, -0.5864], [-0.1881, 1.9984, -1.4396], [-0.3148, 2.1738, 0.4560], [-1.1832, -0.5720, 1.6607], [-1.8469, -1.2704, 0.1111], [-2.3233, 0.3615, 0.5079]],
  "lowdin_charge": [-0.1809, 0.0771, -0.1173, -0.1412, -0.0220, -0.3058, -0.0736, -0.0375, 0.1041, 0.1110, 0.0865, 0.1470, 0.0502, 0.1696, 0.0576, 0.0750]
}



{
  "formula": "C8H8",
  "method": "the ωB97M-V functional and the def2-TZVPD basis",
  "lumo_energy_ev": 1.0,
  "relative_energy_ev": 7.322,
  "orbital_gap_ev": 9.329,
  "smiles": "C#CC[C@@H]1[C@H]2[C@@H]3C[C@]213",
  "species": ["C", "C", "C", "C", "C", "C", "C", "C", "H", "H", "H", "H", "H", "H", "H", "H"],
  "coordinates": [[0.7827, -2.6143, 1.0903], [0.5586, -2.0802, 0.0230], [-0.2132, -1.4892, -1.1565], [-0.3982, 0.0144, -1.0112], [0.6798, 0.9544, -0.5298], [-0.1362, 2.0944, -0.0256], [-0.3832, 1.5331, 1.4735], [-0.7208, 0.7075, 0.2407], [1.0140, -2.7135, 2.0551], [0.5578, -1.5239, -1.9650], [-1.1578, -1.9720, -1.4318], [-1.0765, 0.4945, -1.7807], [1.7109, 0.7414, -0.2070], [-0.5117, 2.8008, -0.6735], [0.5742, 1.2817, 1.8498], [-1.2805, 1.7707, 2.0487]],
  "lowdin_charge": [0.1197, -0.0950, -0.1449, -0.2642, -0.1081, -0.1115, 0.0060, -0.1578, -0.0176, 0.1214, 0.1201, 0.1513, 0.1308, 0.0835, 0.0718, 0.0946]
}



{
  "formula": "C8H8Br2NO",
  "method": "the ωB97M-V functional and the def2-TZVPD basis",
  "lumo_energy_ev": -4.1,
  "relative_energy_ev": 0.000,
  "orbital_gap_ev": 8.929,
  "charge": 1,
  "species": ["C", "C", "C", "C", "C", "C", "C", "C", "N", "O", "Br", "Br", "H", "H", "H", "H", "H", "H", "H", "H"],
  "coordinates": [[-2.2613, 0.0005, 1.9328], [-2.8922, 0.9868, 1.1569], [-1.1434, -0.6450, 1.5135], [-2.1720, 1.5078, 0.0715], [-0.4510, -0.1283, 0.4691], [-0.9488, 1.0219, -0.2075], [0.8498, -0.7981, 0.0592], [1.0245, 1.0933, -1.4475], [1.5621, 0.0878, -0.8408], [-0.1675, 1.6074, -1.2120], [4.2998, -2.3113, -2.0025], [2.0175, 2.0143, -2.7111], [-2.8977, -0.5104, 2.6048], [-3.7727, 1.4901, 1.5930], [-0.4959, -1.4178, 1.8817], [-2.6456, 2.2925, -0.4016], [1.4970, -1.1314, 0.8698], [0.6899, -1.8458, -0.3470], [2.5981, -0.1278, -0.9659], [5.3095, -3.1863, -2.0165]],
  "lowdin_charge": [-0.0437, -0.0052, -0.0279, 0.0209, -0.1335, -0.1522, -0.0800, -0.7211, 0.0802, 0.0687, 0.4039, 0.9974, 0.1080, 0.1345, 0.1291, 0.1117, 0.1385, 0.1644, 0.1426, -0.3363]
}



{
  "formula": "C8H8Cl3N5O2STl",
  "method": "the ωB97M-V functional and the def2-TZVPD basis",
  "lumo_energy_ev": 2.5,
  "relative_energy_ev": 0.112,
  "orbital_gap_ev": 8.321,
  "charge": -1,
  "species": ["Tl", "Cl", "C", "Cl", "Cl", "C", "O", "O", "C", "N", "C", "C", "N", "C", "S", "H", "H", "H", "H", "H", "H", "H", "H", "N", "C", "N", "C", "N"],
  "coordinates": [[1.0606, 0.3974, -1.1506], [-1.0784, 2.5182, -0.5394], [-0.4457, 3.3937, 0.8861], [-0.0797, 5.0643, 0.3758], [-1.7283, 3.4236, 2.1082], [0.9009, 2.7611, 1.4701], [1.1462, 3.1280, 2.6025], [1.5401, 2.0383, 0.6750], [-4.1712, 1.0891, -1.4157], [-3.6848, -0.2199, -1.0673], [-4.2494, -0.9454, 0.0583], [-3.3644, -2.2002, 0.1462], [-2.5546, -2.0906, -1.0638], [-2.6726, -0.8780, -1.6505], [-1.7009, -0.3311, -2.9120], [-4.0426, 1.7755, -0.5773], [-5.2317, 1.0374, -1.6779], [-3.6068, 1.4585, -2.2689], [-5.2985, -1.1876, -0.1362], [-4.2009, -0.3352, 0.9625], [-3.9545, -3.1159, 0.1340], [-2.7437, -2.1993, 1.0396], [-1.6546, -2.5390, -1.1253], [-0.0091, -1.0402, 0.5903], [-0.1178, -1.8663, 1.4090], [-0.4486, -2.7673, 2.2567], [0.3611, -3.6455, 2.8006], [0.9817, -4.4709, 3.3257]],
  "lowdin_charge": [0.6985, 0.5112, -1.4576, 0.5667, 0.5702, -0.8490, -0.0048, -0.2609, -0.0798, -0.1607, -0.1087, -0.1255, 0.0187, -0.8521, 0.4942, 0.0746, 0.0880, 0.0462, 0.1178, 0.1248, 0.1110, 0.0918, 0.1196, 0.0079, -0.3974, 0.0383, -0.4398, 0.0565]
}



The calculation returns the following max |F| values, one per record and in order: 5.7 14.1 3.3 3.8 4.8 4.4 3.0 0.4 eV Å⁻¹.